The following is a quantum chemistry calculation of C31H41Al2BrCl8F3N4O13 as an isolated structure in a non-equilibrium geometry, from the Open Molecules 2025 dataset.

The geometry in XYZ format:
```
103
Properties=species:S:1:pos:R:3:lowdin_charge:R:1
C -3.651 1.730 3.862 0.21
C -2.246 1.935 3.988 0.09
C -0.592 2.184 3.943 -0.13
C 0.068 0.668 4.105 -0.21
C 1.393 0.397 3.201 -0.14
C 1.126 0.364 1.547 -0.33
C -0.502 0.054 1.310 0.01
C -1.882 -0.271 1.169 0.15
C 1.544 1.900 1.060 -0.11
C 0.354 2.614 0.130 -0.22
C 0.970 3.981 -0.599 -0.54
Cl 0.414 3.986 -2.367 0.49
O 2.006 -0.694 1.072 -0.11
C 2.260 -0.755 -0.342 -0.28
F 1.265 -0.200 -1.270 0.01
C 3.745 -0.151 -0.823 -0.07
C 3.928 0.888 -1.871 -0.06
C 2.362 -2.382 -0.733 -0.16
C 1.920 -2.643 -2.302 -0.16
N 2.854 -2.026 -3.324 -0.03
O 1.707 -3.258 0.245 -0.13
C 0.240 -3.222 0.152 -0.25
C -0.398 -4.523 -0.685 -0.11
C -1.374 -4.032 -1.945 -0.20
C -2.874 -4.685 -1.914 -0.18
C -4.033 -3.768 -1.214 -0.31
N -3.629 -2.353 -0.872 -0.09
C -4.219 -1.351 -1.861 -0.31
C -4.822 0.066 -1.213 -0.03
O -4.207 -1.602 -3.181 -0.10
C -0.331 -3.365 1.690 -0.04
C 0.610 -3.167 3.060 -0.02
C -0.160 -3.406 4.475 -0.15
N -1.568 -3.787 4.781 -0.04
C -2.471 -3.946 3.607 -0.11
C -1.889 -3.752 2.099 -0.05
H -4.746 1.834 3.403 0.09
H -0.383 2.685 2.909 0.09
H -0.245 2.929 4.787 0.13
H 0.437 0.637 5.242 0.13
H -0.757 -0.195 4.060 0.13
H 1.800 -0.684 3.504 0.10
H 2.286 1.136 3.486 0.13
H -2.958 -0.690 1.439 0.06
H 1.607 2.603 2.024 0.12
H 2.598 1.965 0.559 0.10
H -0.054 1.917 -0.716 0.09
H -0.565 2.977 0.757 0.11
H 0.550 4.936 -0.030 0.10
H 2.147 3.892 -0.501 0.08
H 4.685 -0.630 -0.272 -0.16
H 4.125 2.000 -1.484 0.11
H 3.941 0.603 -3.007 -0.24
H 3.525 -2.650 -0.687 0.17
H 0.794 -2.377 -2.532 0.12
H 1.999 -3.824 -2.460 0.15
H 3.678 -2.636 -3.538 -0.02
H 2.323 -1.772 -4.202 0.06
H -0.134 -2.196 -0.331 0.14
H -0.903 -5.314 0.013 0.11
H 0.559 -5.065 -1.149 0.11
H -1.331 -2.869 -2.057 0.09
H -0.841 -4.470 -2.920 0.11
H -3.202 -4.891 -3.032 0.11
H -2.780 -5.739 -1.375 0.11
H -5.024 -3.782 -1.856 0.13
H -4.321 -4.289 -0.179 -0.03
H -4.078 -2.118 0.048 -0.15
H -4.672 0.097 -0.030 0.07
H -4.205 0.982 -1.630 0.10
H -5.969 0.130 -1.444 0.10
H 1.762 -2.872 2.980 0.08
H 0.533 -3.247 5.437 0.09
H -3.608 -4.262 3.773 0.08
H -2.653 -3.925 1.204 0.01
Al 5.531 -0.857 1.469 1.09
O -3.230 4.622 1.197 -0.34
Cl -4.669 4.468 1.106 0.65
O -5.299 5.143 2.223 -0.29
O -5.008 3.059 1.139 -0.35
O -5.139 5.049 -0.137 -0.35
C 3.038 6.244 -4.519 -1.53
Cl 4.027 7.279 -3.475 0.54
Cl 2.473 7.147 -5.935 0.53
Cl 3.952 4.811 -5.020 0.46
H 2.165 5.915 -3.950 -0.02
Br -4.969 -3.129 1.515 0.12
F 5.231 -2.808 -3.516 -0.69
Al 4.031 0.700 -4.822 1.02
C 6.694 -6.276 -4.130 -1.54
Cl 5.282 -5.832 -3.155 0.51
Cl 7.733 -4.866 -4.398 0.51
Cl 7.604 -7.580 -3.349 0.49
H 6.342 -6.634 -5.101 0.01
N -2.269 7.176 2.883 -0.61
O -1.032 7.245 2.976 0.03
O -2.920 6.529 3.720 0.08
O -2.855 7.755 1.953 0.07
F -5.869 1.893 4.903 -0.41
C 1.362 7.638 -0.671 -0.95
O 2.102 6.751 -0.274 0.18
O 0.907 7.726 -1.817 0.27
O 0.953 8.583 0.012 0.33
```

Max |F|   10.3 eV/A
Orbital gap   1.918 eV
Charge   -1
HOMO energy   -5.47 eV
LUMO level   -0.130 hartree